1.
{
  "formula": "C41H65Br2CrN5Si",
  "method": "the ωB97M-V functional and the def2-TZVPD basis",
  "species": ["C", "H", "C", "H", "C", "H", "H", "C", "C", "H", "C", "H", "H", "C", "C", "H", "H", "H", "C", "H", "H", "H", "C", "H", "N", "C", "H", "H", "C", "N", "C", "H", "C", "Cr", "H", "H", "C", "Br", "N", "C", "H", "C", "C", "C", "H", "H", "H", "C", "H", "C", "H", "H", "C", "H", "H", "Si", "C", "H", "H", "C", "H", "H", "H", "H", "H", "C", "H", "H", "H", "C", "C", "C", "H", "C", "C", "C", "C", "C", "H", "C", "C", "H", "H", "H", "C", "C", "C", "H", "H", "H", "H", "H", "H", "C", "C", "H", "N", "H", "H", "C", "N", "H", "Br", "H", "H", "H", "H", "H", "H", "H", "H", "H", "H", "H", "H"],
  "xyz": [[0.976, 3.629, -4.920], [4.141, 6.227, -3.816], [-0.460, -1.015, 2.717], [-1.215, 0.094, -1.985], [-0.748, 4.425, -3.344], [-3.387, -0.715, 4.097], [-0.142, 1.811, 1.067], [-2.248, 2.186, -0.310], [4.758, 4.371, -1.839], [3.107, -0.613, 2.637], [-0.485, -2.986, -0.169], [3.283, -1.029, -3.318], [-1.448, 4.538, -4.178], [1.481, 0.703, 3.199], [-2.831, -1.956, 2.398], [4.839, 5.403, -1.498], [-3.645, -0.116, -0.888], [2.455, 8.204, -1.132], [-1.188, -3.161, -1.365], [5.753, 4.057, -2.168], [4.478, 3.741, -0.991], [1.705, 6.311, -4.920], [2.540, -0.352, 3.530], [-2.544, 2.492, 2.377], [3.913, -2.818, 0.424], [-3.987, 0.454, -0.020], [0.031, -6.307, 0.474], [3.660, 2.053, -2.742], [-0.443, 0.859, 1.473], [1.492, -0.203, -3.936], [-0.063, -4.154, 0.471], [1.476, 2.700, 2.323], [2.153, 1.852, 2.441], [0.053, -1.140, 0.536], [0.360, 7.309, -0.203], [-4.464, -0.521, 2.707], [2.843, -2.599, 1.194], [-1.274, -7.256, -1.996], [0.582, -0.699, -1.345], [0.393, 6.497, -0.935], [0.396, 6.872, -3.874], [2.492, 5.800, 0.157], [4.193, 5.182, -4.129], [-0.302, -5.419, -0.048], [0.164, 3.623, -5.654], [-1.947, -2.781, 4.230], [-1.455, -3.618, 2.735], [0.251, 0.088, -3.558], [1.900, 3.835, -5.459], [-0.979, -5.538, -1.250], [3.645, 7.171, -1.917], [3.275, 2.575, -4.384], [0.897, 1.246, 4.515], [-3.073, -3.844, 3.393], [-3.836, 1.317, 2.623], [1.980, 4.646, -2.435], [1.826, -1.028, -1.740], [-0.403, 0.523, -4.302], [1.991, 4.966, 0.648], [0.710, 6.068, -4.541], [-0.220, -1.719, 3.498], [1.685, 1.715, 5.106], [3.574, 5.063, -5.020], [0.126, 1.992, 4.314], [-3.069, 2.674, -0.834], [-0.201, -0.146, -2.273], [-1.677, 2.964, 0.196], [-0.167, 5.656, -0.518], [-1.593, 1.734, -1.052], [1.857, 6.124, -1.204], [2.574, 7.346, -1.801], [-2.277, -3.113, 3.244], [-4.092, 2.692, 1.541], [3.770, 4.221, -3.005], [-3.509, -2.599, 1.177], [-3.874, -1.238, 3.271], [3.901, 2.780, -3.518], [-2.822, 1.155, 0.683], [-1.590, -2.300, -1.889], [0.307, 0.144, 2.421], [-1.719, -0.962, 2.046], [-3.758, -1.878, 0.403], [5.226, 4.975, -4.421], [-4.562, -1.973, 3.691], [-1.437, -4.412, -1.912], [-1.718, 0.247, 1.250], [0.677, 4.693, -3.854], [3.238, 0.051, 4.264], [-4.429, -3.095, 1.495], [4.940, 2.607, -3.818], [2.395, 6.673, 0.809], [3.026, 2.197, 2.996], [-4.536, -0.211, 0.639], [2.584, -1.718, -0.715], [2.274, -0.764, -3.027], [0.024, 6.066, -5.394], [3.768, -2.265, -0.787], [2.091, -1.254, 3.953], [-2.859, -3.351, 0.741], [-3.360, 1.959, 1.886], [1.973, -1.900, 0.500], [0.458, -4.095, 1.423], [1.364, 2.848, -1.171], [2.478, 1.538, 1.446], [2.729, -2.961, 2.201], [-0.848, 3.408, -2.963], [1.041, 2.630, -4.487], [4.760, -3.314, 0.647], [0.452, 0.446, 5.110], [2.166, 7.628, -2.774], [3.552, 5.564, 0.080], [-0.119, 6.847, -1.832], [-4.689, 1.210, -0.373], [-1.989, -4.512, -2.837], [-1.056, 5.114, -2.560]],
  "lowdin_charge": [-0.10, 0.07, -0.07, 0.11, -0.11, 0.10, 0.07, -0.06, -0.10, 0.06, -0.21, 0.13, 0.09, -0.54, -0.51, 0.07, 0.09, 0.09, -0.12, 0.09, 0.07, 0.07, -0.04, 0.09, 0.07, -0.04, 0.10, 0.04, -0.09, 0.14, -0.13, 0.08, -0.05, 0.77, 0.09, 0.06, -0.11, 0.75, 0.03, -0.10, 0.07, -0.11, -0.08, -0.12, 0.09, 0.09, 0.07, -0.09, 0.07, -0.69, 0.07, 0.06, -0.02, 0.10, 0.07, 0.50, -0.15, 0.13, 0.04, -0.08, 0.12, 0.09, 0.06, 0.09, 0.10, -0.11, 0.08, 0.07, 0.04, -0.63, -0.08, -0.05, 0.10, -0.63, -0.02, -0.03, -0.12, -0.50, 0.09, -0.24, -0.14, 0.05, 0.09, 0.09, -0.12, -0.13, -0.62, 0.10, 0.10, 0.09, 0.09, 0.10, 0.06, -0.26, -0.03, 0.09, 0.17, 0.08, 0.07, -0.02, 0.06, 0.09, 0.58, 0.06, 0.15, 0.04, 0.05, 0.18, 0.09, 0.07, 0.06, 0.06, 0.09, 0.11, 0.06],
  "e_homo_ha": [-0.396, -0.400],
  "multiplicity": 4,
  "e_above_lowest_ev": 0.0000,
  "orbital_gap_ev": [7.3, 7.1],
  "largest_force_ev_per_a": 1.6,
  "charge": 1
}

---

2.
{
  "formula": "C27H32AsCl2N6O7Rb",
  "method": "the ωB97M-V functional and the def2-TZVPD basis",
  "species": ["C", "C", "H", "Cl", "N", "Rb", "O", "C", "H", "Cl", "C", "C", "H", "C", "C", "H", "H", "C", "O", "H", "C", "H", "H", "O", "C", "N", "H", "C", "C", "H", "H", "C", "H", "H", "H", "H", "H", "C", "O", "H", "C", "H", "N", "H", "H", "H", "O", "C", "C", "H", "As", "C", "C", "C", "H", "C", "H", "H", "C", "O", "C", "H", "C", "N", "H", "N", "N", "C", "H", "H", "H", "H", "C", "O", "C", "H"],
  "xyz": [[-3.874, -0.491, -3.452], [1.117, -3.105, -1.060], [2.058, -1.751, 2.553], [-3.735, -2.714, -5.613], [-3.352, 0.764, 2.166], [-0.531, 0.559, 0.733], [0.297, 3.988, 3.951], [-2.979, 2.851, 2.109], [1.271, 4.414, 1.564], [1.584, -2.354, -4.915], [2.731, 2.834, 0.101], [-2.160, -4.432, 2.493], [2.571, 3.787, 2.595], [2.565, 1.881, -1.071], [-1.108, -2.363, -5.104], [-1.758, 4.509, 1.552], [-3.417, -0.782, 4.393], [-2.811, 4.221, 1.539], [0.919, -0.244, -2.968], [-3.177, 4.254, 0.513], [-1.471, -0.347, -3.204], [-4.958, 0.838, -2.176], [2.512, 3.848, -0.266], [3.521, 1.433, -1.667], [3.914, -2.167, -0.365], [-1.455, -5.341, 2.564], [3.778, 2.801, 0.421], [1.640, 3.516, 2.079], [-2.712, 2.428, 3.425], [0.919, -2.588, -1.999], [-2.741, 0.478, 5.444], [-2.375, -1.957, -4.799], [4.671, -0.194, 0.095], [-3.352, 4.960, 2.132], [-1.690, -0.391, 4.331], [3.772, -3.578, 2.119], [1.135, 0.917, -2.048], [-2.691, 0.029, 4.453], [1.864, 2.480, 1.140], [4.128, -3.214, -0.143], [-2.934, 1.071, 3.414], [-4.749, -0.939, -3.905], [-3.379, 1.838, 1.349], [1.193, -5.032, -2.027], [-0.948, -3.146, -5.833], [0.152, -3.256, -0.569], [1.300, 1.674, -1.356], [-3.991, 0.484, -2.508], [-4.307, -3.391, 3.101], [1.954, -5.025, -0.439], [2.039, -1.758, 0.046], [-0.099, -0.755, -3.518], [1.860, -2.563, 1.850], [4.852, -1.229, 0.389], [-3.544, -0.168, 1.816], [0.593, 3.094, 3.133], [-2.901, 1.776, -1.166], [4.023, -2.023, -1.442], [2.702, -3.781, 2.212], [-1.642, -2.144, 1.204], [-0.007, -1.781, -4.479], [4.706, -1.302, 1.470], [-3.054, -3.319, 2.427], [-2.755, -2.192, 1.781], [2.469, -4.637, 1.581], [-5.314, -3.458, 3.660], [-1.614, 0.623, -2.265], [-2.592, -0.944, -3.838], [2.513, -4.082, 3.247], [-2.257, 3.006, 4.212], [5.900, -1.462, 0.180], [0.795, -2.795, 1.939], [-2.819, 1.019, -1.938], [0.159, 1.925, 3.041], [1.803, -4.435, -1.343], [2.775, -4.290, -1.819]],
  "lowdin_charge": [-0.04, -0.41, 0.06, 0.61, -0.01, 0.79, -0.06, -0.38, 0.12, 0.65, -0.14, -0.21, 0.12, -0.55, -0.16, 0.07, 0.06, -0.03, -0.09, 0.07, -0.12, 0.10, 0.13, 0.07, -0.46, 0.13, 0.13, -0.14, -0.01, 0.02, 0.08, -0.62, 0.05, 0.07, 0.09, 0.05, 0.06, -0.01, -0.18, 0.05, -0.32, 0.08, 0.04, 0.06, 0.09, 0.06, 0.00, -0.05, -0.23, 0.05, 1.21, -0.41, -0.43, -0.18, 0.11, -0.72, 0.08, 0.07, -0.17, -0.22, -0.59, 0.06, -0.33, -0.10, 0.05, 0.11, 0.10, -0.18, 0.06, 0.11, 0.06, 0.04, -0.16, -0.15, -0.17, 0.05],
  "e_homo_ha": -0.102,
  "e_above_lowest_ev": 0.3798,
  "orbital_gap_ev": 6.7,
  "largest_force_ev_per_a": 0.2,
  "charge": -2
}

---

3.
{
  "formula": "C10H10N2O",
  "method": "the ωB97M-V functional and the def2-TZVPD basis",
  "species": ["N", "H", "H", "H", "H", "C", "H", "C", "C", "H", "C", "C", "C", "C", "O", "C", "H", "C", "H", "H", "H", "N", "C"],
  "xyz": [[-2.314, -0.954, -0.481], [-2.214, 1.835, -0.589], [-0.477, 1.474, 0.975], [-2.706, -1.901, -1.067], [-1.027, 0.502, 2.014], [-1.105, 0.796, 1.011], [1.317, 1.742, -1.035], [3.184, 1.162, -0.602], [-2.311, 1.187, 0.413], [3.912, -2.128, 0.775], [3.881, 0.103, -0.076], [3.388, -1.048, 0.423], [1.765, 1.053, -0.581], [1.948, -1.144, 0.500], [-4.292, -0.118, -0.208], [-3.187, -0.081, -0.146], [3.706, 1.925, -0.776], [1.227, -0.124, 0.036], [1.254, -1.987, 0.927], [4.797, 0.314, -0.227], [-3.113, 1.847, 1.369], [-0.878, -1.002, -0.535], [-0.252, -0.069, 0.092]],
  "lowdin_charge": [0.04, 0.16, 0.02, 0.24, 0.13, -0.20, 0.04, -0.01, -0.09, 0.17, -0.12, -0.05, 0.05, -0.05, 0.16, -0.67, 0.04, -0.21, 0.16, 0.04, 0.22, 0.14, -0.23],
  "e_homo_ha": -0.335,
  "e_above_lowest_ev": 7.5585,
  "orbital_gap_ev": 9.8,
  "largest_force_ev_per_a": 12.1
}

---

4.
{
  "formula": "C5H8N2",
  "method": "the ωB97M-V functional and the def2-TZVPD basis",
  "species": ["N", "N", "C", "H", "H", "H", "H", "C", "H", "H", "H", "H", "C", "C", "C"],
  "xyz": [[0.862, -2.560, -0.297], [-1.015, 0.263, 0.790], [-0.696, -1.114, 0.852], [0.415, 2.606, -1.196], [-0.449, -1.543, 1.800], [-1.327, 2.571, -0.886], [0.537, -3.272, 0.346], [-0.347, 2.329, -0.461], [1.425, 0.104, -1.381], [-0.201, 2.953, 0.427], [-1.754, 0.729, 1.299], [1.864, -2.566, -0.392], [0.280, -1.309, -0.104], [0.630, -0.068, -0.671], [-0.223, 0.878, -0.127]],
  "lowdin_charge": [0.08, 0.04, -0.10, 0.08, 0.10, 0.08, 0.08, -0.04, 0.10, 0.08, 0.15, 0.08, -0.37, -0.01, -0.34],
  "e_homo_ha": -0.273,
  "smiles": "Cc1cc(N)c[nH]1",
  "e_above_lowest_ev": 0.7442,
  "orbital_gap_ev": 8.5,
  "largest_force_ev_per_a": 1.3
}

---

5.
{
  "formula": "C8H17O3Si",
  "method": "the ωB97M-V functional and the def2-TZVPD basis",
  "species": ["C", "O", "Si", "H", "C", "H", "C", "H", "C", "H", "C", "H", "O", "H", "H", "H", "H", "H", "H", "C", "H", "H", "H", "O", "C", "H", "H", "H", "C"],
  "xyz": [[-1.331, 0.337, 1.784], [2.868, -1.608, 0.182], [-0.247, 0.081, 0.179], [-0.063, -1.464, -1.581], [0.540, 1.439, -2.099], [-1.341, -0.572, 2.363], [-2.688, 1.104, 1.476], [1.612, 1.238, -1.878], [2.957, 0.801, 0.456], [-0.649, 1.153, 2.386], [-0.701, -1.488, -0.806], [-2.828, 1.446, 0.449], [3.559, 0.594, -0.625], [2.057, -0.883, 1.875], [-2.841, 1.973, 2.048], [-1.449, 1.588, -1.621], [0.481, 2.214, -2.839], [-3.543, 0.520, 1.621], [-1.743, -1.585, -1.203], [-0.667, -2.802, 0.042], [-1.477, -2.795, 0.790], [-0.444, 2.507, -0.435], [3.366, -0.971, -0.443], [2.787, 1.767, 1.182], [2.316, -0.566, 0.817], [0.310, 0.692, -2.791], [-0.631, -3.638, -0.812], [0.312, -2.659, 0.505], [-0.522, 1.578, -1.022]],
  "lowdin_charge": [-0.31, -0.06, 0.80, 0.00, -0.21, 0.02, -0.17, 0.07, -0.76, 0.10, -0.36, 0.04, -0.08, 0.11, 0.03, 0.06, 0.05, 0.03, 0.07, -0.17, 0.06, 0.07, 0.07, -0.02, -0.26, 0.03, 0.11, 0.03, -0.35],
  "e_homo_ha": [-0.045, -0.182],
  "multiplicity": 3,
  "orbital_gap_ev": [4.7, 7.8],
  "largest_force_ev_per_a": 5.2,
  "charge": -1
}